84
Properties=species:S:1:pos:R:3:forces:R:3:mulliken_charge:R:1 method="wB97M-V/def2-TZVPD" e_above_lowest_kcal_mol=4.9 total_energy_ha=-1611.61631 total_charge=-1 spin_multiplicity=1
C -3.14184 -5.31033 -1.16622 -0.089 0.049 -0.036 -2.2819
C -1.97933 -4.33755 -0.92243 0.388 -0.128 0.163 2.5733
C -1.80685 -3.50779 -2.20196 0.043 0.075 -0.105 -1.6456
C -2.36816 -3.40622 0.22213 -0.177 0.274 0.088 -1.7020
C -0.64678 -5.08508 -0.68758 0.544 0.531 0.196 -0.0487
C 0.59311 -4.37473 -0.26811 -0.106 -0.822 -0.618 0.3562
O 0.54066 -3.27720 0.36131 0.378 0.133 -0.569 -0.7902
C 1.85913 -5.05145 -0.68559 -0.503 0.600 0.185 -0.2076
C 3.18526 -4.29636 -0.93826 -0.384 -0.126 0.239 2.9070
C 4.36577 -5.25077 -1.16172 0.129 0.036 -0.037 -2.4190
C 3.55581 -3.35054 0.19094 0.209 0.309 0.123 -1.6990
C 3.01692 -3.47637 -2.22277 -0.049 0.058 -0.168 -1.8201
C 1.82239 -6.38332 -1.03870 -0.266 -0.461 -0.208 -0.1523
C 0.63307 -7.09393 -1.16849 -0.007 -0.435 0.101 -1.5399
C -0.57522 -6.41140 -1.04793 0.191 -0.473 -0.179 -0.1128
H -3.25083 -6.01358 -0.33185 0.017 0.036 -0.174 0.4071
H -4.08627 -4.75848 -1.26020 0.157 0.042 0.007 0.4517
H -2.99221 -5.86351 -2.10231 -0.121 -0.002 0.250 0.4246
H -0.96279 -2.81725 -2.09487 -0.103 -0.093 -0.046 0.2871
H -1.61923 -4.18010 -3.05053 0.046 0.205 0.133 0.3360
H -2.71513 -2.92662 -2.41254 0.076 -0.014 -0.004 0.4318
H -1.57285 -2.68192 0.41441 -0.108 -0.249 0.085 0.2215
H -3.28046 -2.86429 -0.06582 -0.016 -0.059 0.115 0.4682
H -2.57810 -3.97661 1.13637 0.112 0.127 -0.087 0.3469
H 4.24962 -5.81729 -2.09272 0.066 -0.023 0.206 0.4589
H 5.29898 -4.68154 -1.24756 -0.124 0.088 -0.008 0.4467
H 4.48609 -5.93945 -0.31916 -0.044 -0.016 -0.130 0.4160
H 2.75461 -2.62691 0.35808 0.141 -0.275 0.117 0.0727
H 3.77128 -3.89844 1.11767 -0.193 0.099 -0.075 0.3698
H 4.47236 -2.81465 -0.09398 -0.069 0.031 0.112 0.4443
H 2.17070 -2.78798 -2.12584 0.078 -0.080 -0.050 0.2804
H 3.92386 -2.89426 -2.43702 -0.077 -0.007 0.043 0.4415
H 2.84059 -4.15052 -3.07052 -0.091 0.156 0.104 0.3911
H 2.74865 -6.90651 -1.28137 -0.308 0.112 0.118 0.2945
H 0.64821 -8.15982 -1.40010 -0.014 0.235 -0.010 0.2890
H -1.48692 -6.95372 -1.29597 0.248 0.062 0.099 0.2854
C -3.24370 6.70141 0.86154 0.292 0.001 -0.019 -1.6655
C -3.54012 5.18697 0.91929 0.054 0.068 -0.028 2.0601
C -4.36037 4.92693 2.17994 0.039 -0.109 0.067 -2.0162
C -4.40408 4.84155 -0.30775 0.129 -0.261 -0.197 -1.6589
C -2.25390 4.30331 0.88551 -0.488 -0.312 0.719 -0.3806
C -2.01174 3.24551 1.72316 -1.127 0.698 -0.513 -0.5931
C -0.84175 2.40696 1.60750 0.480 -2.296 1.665 0.2324
C -0.63297 1.23999 2.39561 -1.478 3.520 -0.582 -1.3980
C 0.67498 0.78141 2.81036 2.550 -1.331 -0.086 0.3105
C 1.58933 0.20785 1.87845 -0.389 0.458 0.717 0.0925
C 2.86071 -0.14018 2.31666 0.956 -0.273 -0.369 0.1205
F 3.78312 -0.61064 1.39441 -1.144 0.555 1.047 -0.3335
C 3.29378 -0.00766 3.63698 -0.527 0.040 -0.097 -0.6717
C 2.40105 0.56572 4.56039 0.335 -0.309 -0.453 -0.5127
C 1.12411 0.94276 4.15880 -0.732 0.121 -0.715 -0.6961
C 0.16647 2.83468 0.69100 0.854 0.925 -1.009 -0.2226
C -0.02927 3.82728 -0.22788 0.806 -0.774 0.344 -0.9205
C 0.98926 4.12672 -1.35145 -0.005 0.066 0.060 2.2961
C 0.37654 3.69144 -2.68916 -0.294 -0.104 -0.005 -1.6997
C 2.29614 3.35883 -1.15312 -0.022 -0.090 0.066 -2.0657
C 1.33715 5.61934 -1.44709 -0.141 0.155 0.115 -1.7864
C -1.30185 4.56104 -0.20952 -0.436 0.939 -1.680 1.4620
O -1.58472 5.36679 -1.12918 0.428 -1.135 1.416 -0.7960
H -2.67956 6.94738 -0.04497 -0.143 0.004 0.343 0.3343
H -4.18757 7.27115 0.84457 0.235 -0.276 0.070 0.4410
H -2.67388 7.01228 1.74669 -0.048 0.026 -0.161 0.3517
H -4.64733 3.87210 2.23565 -0.066 0.124 0.133 0.3688
H -3.78009 5.19646 3.07044 -0.150 -0.114 -0.022 0.4363
H -5.27983 5.53148 2.17023 0.288 -0.157 -0.043 0.3996
H -4.65787 3.77385 -0.28889 -0.014 0.173 -0.125 0.3368
H -5.33770 5.42146 -0.31266 0.210 -0.089 0.135 0.4517
H -3.84766 5.07151 -1.22370 -0.244 -0.152 0.199 0.3653
H -2.69712 3.04088 2.55044 0.129 -0.076 -0.371 0.4635
H -1.48832 0.87868 2.96920 0.122 0.149 -0.007 0.5176
H 1.29202 0.06402 0.84116 0.165 -0.179 0.250 0.9809
H 4.27919 -0.38234 3.93260 -0.386 0.311 -0.210 0.4352
H 2.73001 0.71561 5.59549 -0.258 -0.085 -0.444 0.3548
H 0.44797 1.41256 4.87740 0.182 -0.186 -0.193 0.4346
H 1.11664 2.30227 0.73439 -0.328 0.185 -0.199 0.5926
H -0.52327 4.28347 -2.88491 0.177 -0.225 -0.089 0.3778
H 1.09400 3.84732 -3.50532 -0.103 -0.053 0.163 0.4483
H 0.11126 2.62705 -2.64306 0.031 0.187 -0.151 0.3471
H 2.77665 3.65150 -0.21145 -0.002 -0.168 -0.113 0.4273
H 2.11903 2.27674 -1.16025 0.165 0.143 0.047 0.4013
H 2.98692 3.59131 -1.97567 -0.191 -0.045 0.198 0.4362
H 1.78895 5.96555 -0.50876 -0.045 0.037 -0.168 0.3633
H 2.05859 5.77170 -2.26366 -0.140 -0.039 0.233 0.4517
H 0.43672 6.20448 -1.65816 0.297 -0.043 0.084 0.3428

=====

87
Properties=species:S:1:pos:R:3:forces:R:3:mulliken_spin:R:1 method="wB97M-V/def2-TZVPD" total_energy_ha=-3942.15537 total_charge=0 spin_multiplicity=5
C -0.77305 -1.61330 0.77429 -0.227 -1.733 0.910 0.0699
C -0.86048 -1.90949 -0.61842 -1.129 -1.994 0.372 0.0364
C 0.47229 -2.06975 -1.09710 0.683 -2.970 -0.681 0.1685
H -1.79361 -2.08857 -1.17101 0.689 0.323 0.437 0.0192
C 1.38308 -1.88214 -0.02265 0.235 -2.312 0.451 -0.0789
C 0.62804 -1.59866 1.13626 0.093 -1.916 1.150 0.1649
H 1.05170 -1.39561 2.12747 -0.290 -0.071 -0.786 0.0273
H -1.62659 -1.50108 1.44338 0.360 0.164 -0.266 0.0282
H 0.77823 -2.41538 -2.09138 -0.277 0.355 0.623 -0.0064
H 2.45348 -2.04264 -0.08264 -0.230 0.445 -0.007 0.0034
Co 0.20250 -0.30076 -0.31806 -0.124 7.991 -0.424 2.4105
Cl 2.20798 0.99389 -0.58308 0.476 0.544 0.060 0.1345
P -0.13927 0.34527 -2.54669 -0.084 0.674 -3.602 -0.0571
C 0.96287 -0.67166 -3.67468 0.474 -0.371 -0.291 -0.0072
C 0.57499 -1.34400 -4.85528 0.378 0.145 0.314 0.0016
H -0.45907 -1.33319 -5.20605 0.408 -0.088 0.221 0.0003
C 1.54206 -1.98707 -5.64825 0.004 0.313 0.238 0.0000
H 1.21253 -2.50351 -6.56490 0.325 0.281 0.549 0.0000
C 2.89496 -1.91575 -5.29410 -0.029 0.117 -0.045 0.0005
H 3.64096 -2.37453 -5.93330 -0.058 -0.079 0.029 0.0002
C 3.30647 -1.19881 -4.15923 -0.470 -0.296 -0.485 0.0018
H 4.36511 -1.09440 -3.88484 -0.529 -0.121 -0.239 -0.0003
C 2.33620 -0.59372 -3.37520 0.121 0.041 0.269 -0.0079
H 2.67342 -0.01262 -2.51186 -0.288 -0.297 -0.309 -0.0059
C -1.72944 -0.02842 -3.50584 -0.327 -0.242 -0.387 0.0089
C -2.16081 -1.37286 -3.59736 -0.236 -0.026 0.043 -0.0015
H -1.57591 -2.17666 -3.13734 -0.275 0.421 -0.050 -0.0004
C -3.27250 -1.75436 -4.36027 0.121 0.242 0.031 -0.0017
H -3.60019 -2.80396 -4.37891 0.269 0.536 0.001 -0.0005
C -3.94282 -0.79958 -5.13152 0.234 0.194 0.085 0.0049
H -4.78316 -1.09225 -5.76309 0.223 0.091 0.197 0.0005
C -3.49352 0.52458 -5.12609 0.308 0.022 0.313 -0.0035
H -3.96581 1.27021 -5.78093 0.199 -0.359 0.399 -0.0003
C -2.41234 0.91476 -4.30502 -0.173 -0.425 -0.048 0.0019
H -2.07736 1.95357 -4.34514 -0.121 -0.355 0.085 0.0008
C 0.29482 1.92238 -3.45653 -0.128 0.770 -0.018 0.0307
C 0.97590 1.97257 -4.69451 -0.130 0.201 0.065 0.0044
H 1.39254 1.06882 -5.14287 -0.155 0.389 0.222 0.0012
C 1.11890 3.17816 -5.40235 -0.189 -0.446 0.438 0.0000
H 1.66055 3.17093 -6.35699 -0.275 0.082 0.461 0.0002
C 0.54387 4.34325 -4.89849 -0.135 -0.200 0.029 0.0012
H 0.61114 5.25829 -5.48013 -0.020 -0.030 0.188 0.0002
C -0.14096 4.31588 -3.67800 0.194 -0.073 0.005 0.0000
H -0.60443 5.23027 -3.29537 0.213 -0.336 -0.086 0.0001
C -0.22558 3.12665 -2.94596 0.100 -0.103 -0.231 0.0109
H -0.72538 3.11902 -1.97277 0.097 0.022 -0.281 0.0044
C 1.97027 2.76386 2.39167 0.105 -0.214 -0.561 0.0196
C 0.54161 3.07559 2.84816 0.187 0.092 0.181 0.1182
C 0.61810 3.69740 4.24394 0.067 0.370 0.226 0.0078
C -0.01258 4.11516 1.86683 0.039 0.130 -0.329 -0.0041
P -0.48935 1.48845 2.70307 -0.357 1.054 1.185 -0.1500
N -0.26862 1.03952 1.17056 -0.148 -0.335 0.669 0.9949
C -0.01397 0.41110 4.28893 -0.034 0.019 0.088 0.0243
C -0.45215 1.01765 5.64938 -0.083 0.151 0.175 0.0018
C -0.63878 -0.99330 4.26525 -0.049 -0.388 -0.252 -0.0185
C 1.51608 0.24711 4.34486 0.257 -0.099 0.060 -0.0019
C -2.33192 1.96876 2.95809 0.112 0.155 0.083 0.0520
C -3.16652 0.75140 3.37931 -0.212 -0.084 -0.061 0.0038
C -2.55618 3.07525 4.00309 -0.240 0.044 0.173 0.0015
C -2.87236 2.45743 1.60727 -0.084 -0.117 -0.234 0.0124
H 2.51338 3.70918 2.24366 -0.129 -0.202 0.150 0.0031
H 1.94096 2.24689 1.42499 0.209 0.141 0.171 -0.0211
H 2.52900 2.13928 3.08971 -0.082 0.237 -0.112 -0.0015
H 1.15134 4.65872 4.15391 -0.115 -0.268 -0.082 -0.0019
H -0.35693 3.91894 4.68268 0.276 -0.046 -0.010 0.0017
H 1.19845 3.09056 4.94356 -0.070 0.139 -0.188 0.0010
H -0.11589 3.66857 0.87142 -0.024 0.179 0.115 0.0026
H -0.96736 4.55073 2.17505 0.191 -0.111 -0.052 0.0001
H 0.71614 4.93866 1.79411 -0.206 -0.246 0.044 0.0014
H -1.53861 1.02457 5.80150 0.280 -0.071 -0.154 0.0001
H -0.03442 0.39137 6.45926 -0.089 0.044 -0.419 -0.0003
H -0.08064 2.02623 5.83386 -0.137 -0.248 -0.072 -0.0004
H -0.54552 -1.48175 3.29447 -0.062 0.010 0.225 -0.0029
H -0.11448 -1.62795 4.99841 -0.112 0.241 -0.193 -0.0018
H -1.69350 -0.99304 4.54720 0.224 0.010 -0.095 -0.0013
H 1.93561 -0.02787 3.37137 0.051 0.183 0.155 0.0004
H 2.02226 1.14569 4.72673 -0.206 -0.291 -0.269 -0.0007
H 1.77355 -0.56464 5.04599 -0.220 0.212 -0.185 0.0010
H -2.98940 -0.10769 2.72497 -0.007 0.022 0.113 -0.0002
H -3.00394 0.45783 4.42079 0.011 0.073 -0.271 0.0006
H -4.23236 1.00884 3.28718 0.250 -0.002 0.001 0.0013
H -2.13943 4.04083 3.70708 -0.060 -0.222 0.024 0.0010
H -3.63942 3.22812 4.12023 0.150 -0.097 -0.123 -0.0001
H -2.17707 2.81418 4.99454 -0.040 0.081 -0.209 -0.0001
H -2.49173 3.44593 1.33249 -0.062 -0.269 0.024 0.0012
H -2.59410 1.74978 0.82074 -0.142 0.183 0.008 -0.0124
H -3.96976 2.51731 1.65718 0.252 0.021 0.049 0.0008